(1)
Entry from the OMol25 dataset: a 3-piece molecular cluster, C19H47BN3O7 overall (ωB97M-V with the def2-TZVPD basis set).

Results
- E_HOMO: -11.00 eV
- Gap between HOMO and LUMO: 7.6 eV
- LUMO energy: -3.45 eV
- Energy relative to the best compared isomer or geometry (same formula, charge and spin): 21.3 kcal per mole
- Molar mass: 440.411 g mol⁻¹

Structure (ORCA input):
```
! RIJCOSX wB97M-V def2-TZVPD def2/J DEFGRID3
* xyz 1 1
C -1.37 -0.76 4.75
C -2.54 -0.04 4.09
C -3.24 -0.77 2.89
C -2.61 -2.09 2.45
C -1.44 -1.92 1.48
N -1.93 -1.27 0.26
C -1.40 -0.25 -0.34
N -1.92 0.22 -1.53
N -0.28 0.33 0.19
B -0.50 1.65 0.92
C -1.23 2.89 0.29
O 0.01 1.75 2.16
H -1.56 -1.80 4.98
H -1.18 -0.28 5.70
H -0.45 -0.64 4.19
H -2.21 0.92 3.73
H -3.30 0.18 4.83
H -4.25 -1.00 3.20
H -3.31 -0.07 2.07
H -3.38 -2.63 1.89
H -2.34 -2.75 3.26
H -0.99 -2.87 1.23
H -0.69 -1.32 1.97
H -2.77 -1.69 -0.14
H -2.47 1.05 -1.39
H -2.55 -0.50 -1.89
H 0.37 0.47 -0.58
H -1.17 3.70 1.01
H -0.73 3.25 -0.61
H -2.29 2.73 0.11
H -0.26 0.99 2.70
C -0.44 1.12 -4.02
O -0.64 1.74 -5.26
C -0.12 0.98 -6.35
C -0.81 1.33 -7.64
O -2.09 0.72 -7.80
C -3.16 1.24 -7.03
C -3.66 2.59 -7.50
O -2.81 3.63 -7.04
C -2.92 4.80 -7.83
H 0.63 0.99 -3.81
H -0.87 1.76 -3.26
H -0.94 0.14 -3.99
H -0.24 -0.10 -6.15
H 0.95 1.20 -6.44
H -0.21 0.93 -8.46
H -0.87 2.41 -7.78
H -2.91 1.27 -5.96
H -3.97 0.53 -7.16
H -4.67 2.76 -7.08
H -3.72 2.59 -8.59
H -2.64 4.59 -8.87
H -2.23 5.53 -7.43
H -3.93 5.20 -7.80
C 3.12 -4.61 5.68
O 3.32 -3.24 5.40
C 4.28 -2.66 6.27
C 4.90 -1.43 5.64
O 5.91 -1.72 4.69
C 5.50 -2.21 3.43
C 4.86 -1.17 2.54
O 3.51 -0.94 2.91
C 3.03 0.31 2.49
H 2.73 -4.76 6.69
H 2.38 -4.99 4.96
H 4.05 -5.18 5.55
H 5.07 -3.38 6.51
H 3.76 -2.37 7.20
H 5.41 -0.88 6.44
H 4.14 -0.77 5.23
H 4.85 -3.09 3.54
H 6.42 -2.54 2.94
H 4.87 -1.52 1.50
H 5.44 -0.24 2.60
H 3.62 1.12 2.94
H 2.01 0.40 2.84
H 3.05 0.40 1.40
*
```

The computed Löwdin charges, all in e, follow: atom 1 (C): -0.089, atom 2 (C): -0.217, atom 3 (C): -0.179, atom 4 (C): -0.177, atom 5 (C): -0.114, atom 6 (N): 0.144, atom 7 (C): -0.374, atom 8 (N): 0.190, atom 9 (N): 0.199, atom 10 (B): -0.546, atom 11 (C): 0.025, atom 12 (O): 0.176, atom 13 (H): 0.074, atom 14 (H): 0.082, atom 15 (H): 0.059, atom 16 (H): 0.087, atom 17 (H): 0.105, atom 18 (H): 0.109, atom 19 (H): 0.094, atom 20 (H): 0.112, atom 21 (H): 0.111, atom 22 (H): 0.137, atom 23 (H): 0.107, atom 24 (H): 0.175, atom 25 (H): 0.124, atom 26 (H): 0.123, atom 27 (H): 0.158, atom 28 (H): 0.076, atom 29 (H): 0.077, atom 30 (H): 0.069, atom 31 (H): 0.082, atom 32 (C): -0.145, atom 33 (O): -0.190, atom 34 (C): -0.193, atom 35 (C): -0.177, atom 36 (O): -0.124, atom 37 (C): -0.187, atom 38 (C): -0.206, atom 39 (O): -0.204, atom 40 (C): -0.107, atom 41 (H): 0.093, atom 42 (H): 0.063, atom 43 (H): 0.073, atom 44 (H): 0.128, atom 45 (H): 0.131, atom 46 (H): 0.131, atom 47 (H): 0.125, atom 48 (H): 0.116, atom 49 (H): 0.127, atom 50 (H): 0.128, atom 51 (H): 0.131, atom 52 (H): 0.090, atom 53 (H): 0.088, atom 54 (H): 0.090, atom 55 (C): -0.114, atom 56 (O): -0.207, atom 57 (C): -0.201, atom 58 (C): -0.181, atom 59 (O): -0.122, atom 60 (C): -0.181, atom 61 (C): -0.197, atom 62 (O): -0.200, atom 63 (C): -0.111, atom 64 (H): 0.089, atom 65 (H): 0.084, atom 66 (H): 0.090, atom 67 (H): 0.130, atom 68 (H): 0.129, atom 69 (H): 0.130, atom 70 (H): 0.119, atom 71 (H): 0.122, atom 72 (H): 0.130, atom 73 (H): 0.128, atom 74 (H): 0.131, atom 75 (H): 0.099, atom 76 (H): 0.061, atom 77 (H): 0.089

(2)
Entry from the OMol25 dataset: C19H47N2O7Zn as an isolated structure (ωB97M-V with the def2-TZVPD basis set).

Results
- E_HOMO: -3.98 eV
- Gap between HOMO and LUMO: 6.4 eV
- LUMO energy: 2.45 eV
- Molar mass: 480.982 g mol⁻¹

Structure (ORCA input):
```
! RIJCOSX wB97M-V def2-TZVPD def2/J DEFGRID3
* xyz -1 1
Zn 0.55 -0.28 1.16
C 3.29 1.70 -1.76
C 2.98 0.43 -0.93
O 1.79 0.61 -0.26
H 2.49 2.31 -2.18
H 3.92 1.41 -2.62
H 3.96 2.41 -1.25
H 3.81 0.31 -0.21
H 3.01 -0.45 -1.59
C -2.22 -3.45 1.64
C -2.23 -2.15 0.84
O -1.04 -1.48 0.73
H -3.17 -4.01 1.61
H -2.01 -3.42 2.71
H -1.48 -4.10 1.14
H -2.95 -1.50 1.36
H -2.67 -2.37 -0.15
C -1.84 3.16 2.25
C -0.94 2.01 2.66
C -1.61 0.99 3.60
O -0.34 1.51 1.52
H -1.38 3.91 1.61
H -2.09 3.79 3.12
H -2.76 2.73 1.84
H -0.16 2.43 3.33
H -1.91 1.44 4.55
H -0.90 0.19 3.80
H -2.54 0.48 3.34
C 2.57 1.31 2.91
O 1.88 0.08 2.73
C 2.71 -1.02 3.03
C 2.03 -2.33 2.79
N 1.63 -2.39 1.36
C 2.78 -2.76 0.52
C 2.26 -3.04 -0.88
O 1.22 -4.00 -0.79
C 0.65 -4.19 -2.07
H 3.41 1.34 2.21
H 3.00 1.31 3.92
H 1.89 2.15 2.87
H 3.02 -0.94 4.08
H 3.68 -0.93 2.52
H 1.29 -2.50 3.56
H 2.80 -3.10 2.93
H 0.96 -3.11 1.14
H 3.14 -3.73 0.89
H 3.61 -2.07 0.43
H 3.09 -3.35 -1.53
H 1.92 -2.09 -1.31
H 0.53 -3.24 -2.59
H -0.19 -4.87 -2.14
H 1.44 -4.72 -2.64
C -3.11 4.71 -1.10
O -2.59 3.46 -1.37
C -3.52 2.44 -1.67
C -3.24 1.07 -1.07
N -1.84 0.64 -1.22
C -1.67 0.03 -2.53
C -0.27 -0.05 -3.12
O 0.09 1.28 -3.46
C 0.99 1.45 -4.56
H -3.89 4.68 -0.32
H -3.66 5.25 -1.89
H -2.39 5.45 -0.75
H -3.42 2.41 -2.76
H -4.54 2.65 -1.32
H -3.97 0.30 -1.36
H -3.43 1.14 0.01
H -1.78 -0.09 -0.50
H -2.33 0.40 -3.32
H -2.01 -1.03 -2.49
H -0.25 -0.64 -4.04
H 0.43 -0.53 -2.42
H 1.73 2.19 -4.27
H 0.26 1.74 -5.32
H 1.56 0.59 -4.92
*
```

The computed Löwdin charges, all in e, follow: atom 1 (Zn): 0.698, atom 2 (C): -0.099, atom 3 (C): -0.463, atom 4 (O): -0.300, atom 5 (H): 0.051, atom 6 (H): 0.053, atom 7 (H): 0.050, atom 8 (H): 0.076, atom 9 (H): 0.067, atom 10 (C): -0.114, atom 11 (C): -0.464, atom 12 (O): -0.339, atom 13 (H): 0.055, atom 14 (H): 0.057, atom 15 (H): 0.056, atom 16 (H): 0.090, atom 17 (H): 0.092, atom 18 (C): -0.074, atom 19 (C): -0.614, atom 20 (C): -0.079, atom 21 (O): -0.274, atom 22 (H): 0.070, atom 23 (H): 0.061, atom 24 (H): 0.065, atom 25 (H): 0.095, atom 26 (H): 0.060, atom 27 (H): 0.054, atom 28 (H): 0.062, atom 29 (C): -0.060, atom 30 (O): -0.245, atom 31 (C): -0.237, atom 32 (C): -0.168, atom 33 (N): -0.050, atom 34 (C): -0.179, atom 35 (C): -0.225, atom 36 (O): -0.189, atom 37 (C): -0.100, atom 38 (H): 0.094, atom 39 (H): 0.088, atom 40 (H): 0.084, atom 41 (H): 0.126, atom 42 (H): 0.125, atom 43 (H): 0.128, atom 44 (H): 0.113, atom 45 (H): 0.098, atom 46 (H): 0.118, atom 47 (H): 0.114, atom 48 (H): 0.127, atom 49 (H): 0.090, atom 50 (H): 0.083, atom 51 (H): 0.086, atom 52 (H): 0.084, atom 53 (C): -0.174, atom 54 (O): -0.159, atom 55 (C): -0.219, atom 56 (C): -0.211, atom 57 (N): -0.001, atom 58 (C): -0.214, atom 59 (C): -0.211, atom 60 (O): -0.193, atom 61 (C): -0.110, atom 62 (H): 0.080, atom 63 (H): 0.075, atom 64 (H): 0.082, atom 65 (H): 0.116, atom 66 (H): 0.115, atom 67 (H): 0.112, atom 68 (H): 0.110, atom 69 (H): 0.051, atom 70 (H): 0.110, atom 71 (H): 0.108, atom 72 (H): 0.109, atom 73 (H): 0.100, atom 74 (H): 0.064, atom 75 (H): 0.083, atom 76 (H): 0.079

(3)
Entry from the OMol25 dataset: C19H47NNbNiOSi as an isolated structure (ωB97M-V with the def2-TZVPD basis set).

Results
- E_HOMO (alpha / beta): -11.30 / -11.30 eV
- Gap between HOMO and LUMO (alpha / beta): 5.8 / 5.6 eV
- LUMO energy (alpha / beta): -5.49 / -5.67 eV
- Expectation value of S²: 2.0262
- Molar mass: 485.276 g mol⁻¹

Structure (ORCA input):
```
! RIJCOSX wB97M-V def2-TZVPD def2/J DEFGRID3
* xyz 1 3
C -0.15 3.30 0.53
C 1.48 3.43 0.41
C 2.01 4.67 -0.51
C 1.33 4.77 -2.00
C 1.52 3.40 -2.92
C -0.01 2.75 -3.07
C -0.12 1.63 -4.26
C -1.67 1.02 -4.41
C -1.87 -0.04 -3.18
C -3.42 -0.55 -2.95
C -3.59 -0.71 -1.30
C -2.64 -1.94 -0.70
C -1.36 -1.28 0.13
Nb -0.07 -2.87 1.19
C 1.73 -1.48 1.06
C 3.13 -2.20 0.60
O 3.10 -2.75 -0.79
C 3.72 -3.31 1.66
N 4.34 -2.59 2.87
Si -0.71 -1.76 3.46
C -0.45 0.19 3.42
C -2.62 -1.98 3.87
C 0.25 -2.56 4.97
H -0.74 3.61 -0.44
H -0.61 3.87 1.47
H -0.40 2.15 0.74
H 1.88 3.62 1.52
H 1.99 2.40 0.08
H 3.19 4.58 -0.62
H 1.73 5.67 0.09
H 0.19 5.00 -1.87
H 1.78 5.69 -2.62
H 2.13 2.64 -2.26
H 1.98 3.61 -3.98
H -0.21 2.21 -2.04
H -0.82 3.59 -3.20
H 0.55 0.68 -3.99
H 0.29 2.04 -5.29
H -1.67 0.47 -5.47
H -2.47 1.88 -4.38
H -1.20 -1.01 -3.31
H -1.54 0.49 -2.18
H -3.66 -1.55 -3.51
H -4.16 0.27 -3.40
H -4.72 -0.87 -1.02
H -3.20 0.28 -0.76
H -2.16 -2.45 -1.67
H -3.24 -2.73 -0.08
H -0.63 -0.75 -0.64
H -1.80 -0.53 0.94
H 0.80 -4.12 2.17
H -1.59 -3.89 1.30
H 0.31 -3.72 -0.38
H 1.93 -0.86 2.04
H 1.48 -0.67 0.22
H 3.94 -1.32 0.56
H 3.74 -2.16 -1.33
H 2.97 -4.16 1.95
H 4.63 -3.84 1.12
H 5.30 -2.31 2.51
H 3.84 -1.66 2.98
H 0.66 0.49 3.23
H -1.18 0.70 2.64
H -0.75 0.64 4.48
H -3.15 -0.95 3.66
H -2.69 -2.23 5.01
H -3.09 -2.79 3.16
H -0.19 -2.21 6.01
H 1.41 -2.31 4.94
H 0.04 -3.73 4.92
Ni -4.80 -2.92 -1.38
*
```

The computed Löwdin charges, all in e, follow: atom 1 (C): -0.146, atom 2 (C): -0.266, atom 3 (C): -0.226, atom 4 (C): -0.222, atom 5 (C): -0.176, atom 6 (C): -0.226, atom 7 (C): -0.216, atom 8 (C): -0.196, atom 9 (C): -0.224, atom 10 (C): -0.195, atom 11 (C): -0.220, atom 12 (C): -0.316, atom 13 (C): -0.379, atom 14 (Nb): 1.249, atom 15 (C): -0.335, atom 16 (C): -0.415, atom 17 (O): -0.157, atom 18 (C): -0.241, atom 19 (N): -0.048, atom 20 (Si): 0.431, atom 21 (C): -0.264, atom 22 (C): -0.253, atom 23 (C): -0.271, atom 24 (H): 0.057, atom 25 (H): 0.092, atom 26 (H): 0.054, atom 27 (H): 0.114, atom 28 (H): 0.097, atom 29 (H): 0.122, atom 30 (H): 0.123, atom 31 (H): 0.089, atom 32 (H): 0.121, atom 33 (H): 0.102, atom 34 (H): 0.114, atom 35 (H): 0.085, atom 36 (H): 0.119, atom 37 (H): 0.120, atom 38 (H): 0.116, atom 39 (H): 0.124, atom 40 (H): 0.117, atom 41 (H): 0.126, atom 42 (H): 0.087, atom 43 (H): 0.105, atom 44 (H): 0.129, atom 45 (H): 0.091, atom 46 (H): 0.138, atom 47 (H): 0.114, atom 48 (H): 0.061, atom 49 (H): 0.059, atom 50 (H): 0.039, atom 51 (H): -0.103, atom 52 (H): -0.128, atom 53 (H): -0.022, atom 54 (H): 0.037, atom 55 (H): 0.065, atom 56 (H): 0.149, atom 57 (H): 0.122, atom 58 (H): 0.078, atom 59 (H): 0.135, atom 60 (H): 0.080, atom 61 (H): 0.053, atom 62 (H): 0.035, atom 63 (H): 0.030, atom 64 (H): 0.074, atom 65 (H): 0.053, atom 66 (H): 0.057, atom 67 (H): 0.020, atom 68 (H): 0.062, atom 69 (H): 0.054, atom 70 (H): 0.056, atom 71 (Ni): 0.695